Below is 11 unconnected molecules or ions with the total composition H21O11 at a distorted geometry, with properties calculated with wB97M-V/def2-TZVPD.

Each line ends with the natural charge from an NBO analysis.
Cartesian coordinates (Å):
O (-0.02035, -4.63310, 0.01802)  -0.923
H (0.01009, -4.05341, 0.82175)  0.480
H (-0.15130, -3.96265, -0.64352)  0.446
O (-1.40635, -1.54512, -4.55681)  -0.988
H (-1.80049, -1.46010, -3.71876)  0.505
H (-0.65429, -1.01037, -4.79804)  0.483
O (-2.77251, -0.40543, -1.79355)  -0.971
H (2.11487, 1.87854, 2.35225)  0.490
H (2.80564, -0.30699, 2.08310)  0.451
O (0.27854, 3.54548, -0.90831)  -0.934
H (0.49057, 3.23314, 0.00675)  0.454
H (0.19058, 2.57680, -1.18779)  0.483
O (-0.70858, -1.79454, 0.03010)  -0.982
H (-0.22905, -0.93497, 0.06254)  0.523
H (-1.76997, 0.32902, 1.34810)  0.447
O (2.35370, -0.18242, 2.90933)  -0.953
H (1.48687, 0.06601, 2.51682)  0.497
H (-0.43244, 0.95946, 0.72148)  0.506
O (-1.47394, 0.81820, 0.57023)  -1.024
H (-2.07351, -0.15743, -1.18419)  0.503
O (1.60024, 2.52720, 1.81147)  -1.013
H (-3.53306, -0.15231, -1.19625)  0.461
H (1.27338, 2.13007, 0.91543)  0.474
O (-0.29851, 0.72730, 3.48608)  -0.935
H (-0.46237, 0.23937, 2.63218)  0.462
H (-0.75677, 1.53459, 3.26516)  0.474
O (0.93052, 0.44326, 0.46126)  -1.223
H (-0.20338, -2.45842, -0.45773)  0.433
H (1.81595, 0.70192, 0.55873)  0.442
O (1.27743, 0.50375, -2.10316)  -1.018
H (2.15739, 0.28661, -2.38418)  0.451
H (1.21426, 0.39647, -1.09630)  0.499

Gap between HOMO and LUMO ... 10.150 eV
Net charge ... -1
ΔE to the lowest compared entry with this formula, charge and spin ... 245.5 kJ/mol
E ... -22864.3893 eV
LUMO energy ... 2.91 eV